One molecule with the formula C14H17N3O3S2, computed with ωB97M-V with the def2-TZVPD basis set.

Atoms and positions in Å:
C 3.21524 3.62095 0.74949
H 2.38718 3.85112 1.41537
H 3.68586 4.55144 0.44203
H 3.94333 3.02591 1.29558
C 2.70961 2.85103 -0.47186
C 2.06169 1.57058 -0.07039
C 2.52553 0.30949 -0.23261
C 1.66108 -0.68186 0.31047
C 0.53968 -0.11687 0.88511
N -0.49084 -0.81633 1.45252
C -1.61553 -0.18912 1.87769
O -1.69667 1.02332 1.90883
C -2.74818 -1.11505 2.24653
H -2.46757 -2.16372 2.17394
H -3.14530 -0.88021 3.23301
S -4.12297 -0.78351 1.08164
C -3.17598 -0.59001 -0.37522
N -2.15960 -1.34315 -0.71759
C -1.68258 -0.80279 -1.86682
C -2.43200 0.28246 -2.21939
N -3.38850 0.42031 -1.25304
C -4.40950 1.42353 -1.17935
H -4.05083 2.34105 -1.64356
H -5.31776 1.09275 -1.68949
H -4.64530 1.61292 -0.13171
H -2.36716 0.95190 -3.05172
H -0.83051 -1.23022 -2.35504
H -0.40012 -1.83012 1.35224
S 0.52328 1.59547 0.76728
C 1.85169 -2.12229 0.28535
O 1.08658 -2.92182 0.79635
O 2.96335 -2.49412 -0.36391
C 3.20251 -3.89061 -0.42955
H 2.35316 -4.40084 -0.88899
H 3.35491 -4.29793 0.57246
H 4.09790 -4.01735 -1.03268
H 3.45028 0.06106 -0.72030
H 3.54363 2.63104 -1.14123
H 1.99041 3.47156 -1.01147

Atoms 1-6, force components in eV/Å:
0.02 0.03 -0.23
-0.02 0.06 0.12
0.05 0.14 0.04
0.05 -0.03 0.09
0.02 0.12 0.24
-0.21 -0.26 -0.01

Summary:
LUMO level in hartree: 0.0220
Net charge: 0
HOMO-LUMO gap in Eh: 0.313
SMILES: CCc1cc(C(=O)OC)c(NC(=O)CSc2nccn2C)s1
HOMO energy in eV: -7.9

=====

A 13-piece molecular cluster, C5H38N2O12 overall, computed with ωB97M-V with the def2-TZVPD basis set.

Atoms and positions in Å:
N 1.79483 -1.89946 1.95680
C 1.81642 -0.83473 3.00022
C 0.61661 0.15009 3.08239
N 0.26381 0.78375 1.78012
C 1.34397 1.81497 1.37543
C 0.77825 3.30857 1.16077
C 0.35662 3.62893 -0.24296
H 1.36223 -1.37909 1.17334
H 2.69366 -2.13489 1.77507
H 2.78332 -0.28096 2.91643
H 1.77157 -1.46841 4.05294
H 0.90354 0.95346 3.73599
H -0.10897 -0.56923 3.59117
H -0.65036 1.29192 1.92672
H 2.16032 1.95564 1.97912
H 1.95961 1.54254 0.53045
H -0.16541 3.37260 1.78706
H 1.46083 4.21629 1.51006
H -0.40279 4.23688 -0.54588
H 1.17198 4.21776 -0.54372
H 0.31466 2.67783 -0.70407
H -0.14415 -0.07338 -1.34981
H 0.75641 0.22314 -2.66856
O -0.06055 0.47696 -2.18763
H -0.09571 -1.20534 0.25992
H -1.43465 -1.61337 -0.41546
O -0.51244 -1.50655 -0.57906
H -3.46463 -1.10457 3.21614
H -2.24341 -1.98258 3.45987
O -3.11499 -1.64772 3.75033
H -3.60884 2.04103 0.53518
H -4.07473 1.00391 -0.47137
O -3.43778 1.06991 0.23371
H -0.98018 3.73017 -3.14919
H 0.35919 2.84148 -3.56042
O -0.03797 3.75659 -3.67489
H 2.86444 -2.56094 -2.26408
H 2.79204 -2.69721 -0.73116
O 3.45376 -2.88997 -1.45422
H -2.87722 -3.03849 -0.41433
H -2.43490 -3.73969 0.95035
O -2.41249 -3.75240 -0.10779
H -0.19163 -2.68113 2.07137
H -0.92788 -4.02445 2.29405
O -0.98930 -3.04734 2.48748
H 4.27356 -0.40193 -1.50794
H 3.32285 0.12537 -0.36094
O 3.85886 0.22642 -1.18688
H -1.22474 0.75533 -3.71621
H -1.46537 1.97906 -4.82792
O -1.53171 1.06740 -4.61003
H -3.53398 0.80454 -3.02882
H -2.47124 0.81500 -1.99505
O -3.42342 0.55135 -2.11778
H 0.55404 -2.74528 -2.13676
H 1.07057 -3.59590 -3.20928
O 1.16350 -2.74387 -2.83027

Atoms 1-6, force components in eV/Å:
-5.21 3.09 0.58
1.59 -1.39 2.70
0.04 -4.20 -0.61
1.54 3.59 3.00
-2.23 1.75 -2.33
-1.89 0.78 2.19

Summary:
LUMO level (alpha / beta) in hartree: -0.1265 / -0.3407
Multiplicity: 2
Net charge: +1
HOMO-LUMO gap (alpha / beta) in Eh: 0.370 / 0.155
HOMO energy (alpha / beta) in eV: -13.5 / -13.5

=====

C16H29BrN3O3PdSeSi as an isolated structure, computed with ωB97M-V with the def2-TZVPD basis set.

Atoms and positions in Å:
Pd -0.48406 0.39944 0.78822
C -1.23825 -2.66006 5.23019
N -1.20689 -1.32633 4.61841
C -1.30483 -0.16085 5.51004
C -1.04252 -1.12105 3.33281
O -1.02162 0.04240 2.85244
C -0.93354 -2.31254 2.38718
O -0.38999 -1.90982 1.12045
C 0.92212 -2.38293 0.81950
C 1.95916 -1.27212 0.98170
O 1.56896 -0.07275 1.05603
N 3.23241 -1.58534 1.00931
C 4.26348 -0.55209 1.17486
C 3.71818 -2.97044 0.97754
H -1.91646 -2.63174 6.07824
H -0.24781 -2.94636 5.58461
H -1.61859 -3.40615 4.53815
H -1.68055 -0.49444 6.47154
H -1.98701 0.57148 5.08786
H -0.32543 0.29693 5.64189
H -1.93466 -2.70519 2.19738
H -0.32795 -3.10981 2.81325
H 0.92228 -2.71708 -0.22089
H 1.16314 -3.24241 1.44302
H 3.80200 0.40104 1.40330
H 4.84810 -0.47600 0.25915
H 4.92037 -0.84602 1.99166
H 3.09467 -3.60044 0.34875
H 3.77484 -3.38269 1.98525
H 4.71763 -2.96522 0.55059
Br -0.17177 5.92558 -1.21140
C -0.97190 4.68802 -0.05568
C -2.10130 5.01532 0.68640
C -2.63447 4.06355 1.53785
C -2.03973 2.81698 1.61754
N -0.96160 2.50548 0.88649
C -0.43028 3.42252 0.06678
H -2.54462 5.99859 0.60179
H -3.50201 4.28372 2.14356
H -2.40502 2.05509 2.29380
H 0.46466 3.14502 -0.47517
C -2.37735 0.40885 -6.25149
Si -0.56240 0.38317 -6.44465
C 0.37578 1.94193 -6.59043
C 0.31270 -1.21491 -6.55910
Se -0.61250 0.34661 -1.67246
H -2.81997 0.32746 -7.25440
H -2.73691 1.34126 -5.81703
H -2.74110 -0.44591 -5.68012
H 0.55800 2.12171 -7.65943
H 1.35721 1.87134 -6.11876
H -0.17280 2.80039 -6.20477
H 0.30781 -1.52073 -7.61490
H -0.19413 -2.00332 -6.00216
H 1.35648 -1.13915 -6.25469

Atoms 1-6, force components in eV/Å:
-0.40 -0.29 0.31
-0.02 0.00 0.00
-0.02 0.00 -0.03
0.00 0.00 0.00
-0.05 -0.04 0.01
0.09 0.10 -0.01

Summary:
LUMO level (alpha / beta) in hartree: -0.3216 / -0.4192
Multiplicity: 5
Net charge: +3
HOMO-LUMO gap (alpha / beta) in Eh: 0.290 / 0.192
HOMO energy (alpha / beta) in eV: -16.6 / -16.6

=====

A 6-piece molecular cluster, C15H30N6O3 overall, computed with ωB97M-V with the def2-TZVPD basis set.

Atoms and positions in Å:
C -3.01038 -3.43649 -2.52392
O -1.85052 -3.76343 -2.47643
N -3.51631 -2.28575 -1.99030
C -4.86469 -1.84313 -2.27281
C -2.68101 -1.30221 -1.29532
H -3.86466 -3.98509 -2.95925
H -5.34333 -1.59800 -1.32320
H -5.43077 -2.53632 -2.89588
H -4.87165 -0.94225 -2.90024
H -3.07816 -1.32523 -0.28076
H -1.69916 -1.76757 -1.20328
H -2.52434 -0.33543 -1.76444
C -4.74551 -0.65521 4.87276
O -4.61561 -1.14797 5.97421
N -3.88917 -0.87374 3.83840
C -4.34095 -0.57364 2.49686
C -2.69751 -1.66291 3.96643
H -5.51034 0.10343 4.65307
H -3.48559 -0.22290 1.89864
H -5.05521 0.24104 2.43794
H -4.60511 -1.49534 1.96650
H -1.94815 -1.10515 3.39855
H -2.39129 -1.82121 4.99692
H -2.74479 -2.67525 3.54873
C 5.39748 0.97409 -0.29318
O 4.52116 0.13181 -0.30292
N 6.08351 1.41333 -1.36429
C 6.86425 2.61344 -1.33086
C 5.78877 0.88938 -2.68656
H 5.79678 1.37743 0.65552
H 7.16007 2.93147 -0.33334
H 6.35578 3.47491 -1.79000
H 7.76477 2.56598 -1.95038
H 6.67721 1.00080 -3.30859
H 5.46956 -0.14671 -2.66562
H 5.01240 1.48605 -3.17848
C 1.31111 0.65721 -0.55876
C 0.23175 0.06807 0.24532
N -0.60108 -0.39816 0.88513
H 2.04091 1.18652 0.04440
H 0.86229 1.21034 -1.37708
H 1.82247 -0.22638 -0.94988
C 0.80122 3.70057 -3.27336
C 0.93805 2.40130 -3.95335
N 0.96754 1.36227 -4.43900
H 0.09548 4.34500 -3.78341
H 1.80699 4.11016 -3.19884
H 0.45006 3.44758 -2.27254
C 0.88193 -0.12066 3.63694
C 0.84284 -1.53017 3.31898
N 0.81312 -2.64973 3.07293
H -0.14933 0.22717 3.55272
H 1.42954 0.38445 2.83957
H 1.32758 0.12224 4.59577

Atoms 1-6, force components in eV/Å:
-0.56 1.09 0.42
0.04 -0.45 -0.17
0.07 0.83 -0.86
0.14 0.39 -0.31
0.46 -2.16 0.52
0.42 -0.52 -0.24

Summary:
LUMO level in hartree: 0.0016
Net charge: 0
HOMO-LUMO gap in Eh: 0.332
SMILES: CN(C)C=O.CN(C)C=O.CN(C)C=O.CC#N.CC#N.CC#N
HOMO energy in eV: -9.0

=====

We obtain energy above the lowest of the compared OMol25 structures with the same formula, charge and spin values of 0.00, 157.95, 0.00, 123.16 kcal/mol for the records listed above, in that order.
We obtain F_max values of 0.76, 14.51, 0.58, 2.27 eV/Å for the records listed above, in that order.